Arrangement one

The following is a quantum chemistry calculation of C6H13N2OS as an isolated structure, from the Open Molecules 2025 dataset.

Positions of all 23 atoms, in Å:
C: 0.84 2.13 -0.93
C: 0.00 -1.41 0.46
C: 1.11 -0.41 -0.11
C: 0.40 -1.88 1.80
C: 1.12 -0.76 -1.67
C: -3.16 0.11 0.89
N: -1.10 -0.40 0.47
N: 0.75 3.46 -0.78
O: -2.25 -0.78 0.85
S: 0.50 1.23 0.45
H: -0.13 -2.19 -0.31
H: 2.05 -0.61 0.39
H: -0.38 -2.49 2.17
H: 0.78 -1.18 2.49
H: 1.18 -2.62 1.51
H: 1.33 -1.90 -1.78
H: 1.84 -0.20 -2.26
H: 0.06 -0.65 -2.01
H: -4.13 -0.25 1.24
H: -2.98 1.08 0.67
H: 0.99 1.77 -1.87
H: 0.58 3.93 -1.66
H: 0.59 4.03 -0.01

Properties
Kohn-Sham gap (spin up / spin down)	7.77 / 8.28	eV
net charge	+1
HOMO level (spin up / spin down)	-11.801 / -12.116	eV
lowest unoccupied orbital energy (spin up / spin down)	-4.03 / -3.84	eV



Arrangement two

The following is a quantum chemistry calculation of an isolated ion of composition C6H13N2OS and charge +1, from the Open Molecules 2025 dataset.

Positions of all 23 atoms, in Å:
C: -0.13 -0.87 -2.11
C: -1.42 -1.22 -1.40
C: 1.78 -2.39 -1.76
C: -1.09 2.77 1.73
C: -1.02 1.19 1.77
C: -0.54 0.56 0.47
N: 1.00 -1.40 -1.82
N: 2.66 -2.31 -0.59
O: 0.82 0.67 0.28
S: -1.10 -1.22 0.35
H: 0.06 0.09 -2.62
H: -2.23 -0.54 -1.55
H: -1.55 -2.23 -1.85
H: -2.09 3.13 2.00
H: -0.90 3.01 0.65
H: -0.34 3.28 2.30
H: -2.05 0.90 2.03
H: -0.39 0.81 2.48
H: -1.08 0.93 -0.35
H: 2.15 -1.79 0.24
H: 3.25 -1.54 -0.96
H: 3.06 -3.13 -0.25
H: 1.14 1.30 0.95

Properties
Kohn-Sham gap	8.49	eV
net charge	+1
HOMO level	-12.559	eV
lowest unoccupied orbital energy	-4.07	eV



Least stable = arrangement one



Arrangement one

The following is a quantum chemistry calculation of an isolated molecule of C21H25NO3, from the Open Molecules 2025 dataset.

Positions of all 50 atoms, in Å:
C: 5.45 -2.52 0.77
C: 4.42 -1.72 0.46
C: 4.38 -0.87 -0.78
C: 3.41 0.28 -0.63
C: 3.38 1.03 0.46
C: 2.39 2.14 0.59
O: 2.68 3.12 1.23
C: 1.08 1.90 -0.08
C: 1.12 1.12 -1.24
C: -0.01 0.81 -1.97
C: -1.24 1.28 -1.50
C: -1.31 2.05 -0.33
C: -2.68 2.49 0.14
C: -3.32 1.59 1.23
C: -2.74 0.19 1.39
C: -3.14 -0.78 0.27
N: -2.02 -1.69 -0.06
C: -1.82 -2.68 1.03
C: -2.34 -2.45 -1.23
C: -1.19 -2.81 -2.13
O: -3.46 -2.81 -1.50
C: -0.16 2.40 0.39
C: -0.22 3.25 1.63
C: 2.43 0.57 -1.71
O: 2.66 0.36 -2.87
H: 6.48 -2.20 0.67
H: 5.30 -3.53 1.13
H: 3.55 -1.68 1.10
H: 5.37 -0.43 -0.92
H: 4.11 -1.50 -1.63
H: 4.05 0.87 1.30
H: 0.03 0.22 -2.87
H: -2.16 1.05 -2.02
H: -2.62 3.49 0.56
H: -3.33 2.58 -0.73
H: -4.39 1.51 1.03
H: -3.21 2.10 2.19
H: -3.19 -0.22 2.30
H: -1.67 0.18 1.57
H: -3.97 -1.39 0.63
H: -3.44 -0.26 -0.64
H: -2.21 -2.30 1.97
H: -2.30 -3.63 0.80
H: -0.75 -2.87 1.14
H: -0.41 -3.30 -1.55
H: -1.52 -3.51 -2.88
H: -0.79 -1.89 -2.56
H: -1.07 3.91 1.61
H: -0.28 2.65 2.54
H: 0.65 3.88 1.70

Properties
Kohn-Sham gap	8.32	eV
net charge	0
HOMO level	-9.113	eV
lowest unoccupied orbital energy	-0.79	eV
structure (SMILES)	C=CCC1=CC(=O)c2c(ccc(CCCCN(C)C(C)=O)c2C)C1=O



Arrangement two

The following is a quantum chemistry calculation of an isolated molecule of C21H25NO3, from the Open Molecules 2025 dataset.

Positions of all 50 atoms, in Å:
C: 4.25 -4.75 2.16
C: 2.72 -4.51 1.72
O: 2.73 -3.41 0.88
C: 2.62 -2.24 1.82
O: 2.74 -2.13 3.11
C: 2.36 -1.17 0.79
C: 2.11 0.11 1.62
C: 0.71 0.25 2.21
N: -0.42 -0.06 1.32
C: -1.58 0.28 1.72
C: -2.75 0.40 0.45
C: -3.92 0.02 0.78
C: -4.87 0.15 -0.38
C: -4.36 0.78 -1.40
C: -3.01 1.16 -1.75
O: -2.80 1.74 -2.88
C: -1.56 2.76 -2.83
C: -0.81 2.82 -4.05
C: 0.06 3.62 -4.21
C: 0.38 4.55 -3.31
C: -0.51 4.66 -2.08
C: -1.34 3.71 -2.01
C: -2.18 1.08 -0.52
C: -0.14 -1.41 0.55
C: 1.38 -1.26 -0.33
H: 4.68 -3.87 2.69
H: 4.76 -4.92 1.15
H: 4.41 -5.87 2.76
H: 2.05 -4.52 2.66
H: 2.41 -5.37 1.09
H: 3.37 -0.86 0.28
H: 2.83 0.16 2.49
H: 2.18 1.19 0.88
H: 0.61 1.13 2.80
H: 0.77 -0.55 3.00
H: -1.64 1.32 2.33
H: -1.96 -0.58 2.58
H: -4.42 -0.74 1.37
H: -5.87 -0.14 -0.44
H: -4.86 1.02 -2.54
H: -1.02 1.97 -4.79
H: 0.78 3.85 -4.87
H: 1.10 5.29 -3.47
H: -0.51 5.36 -1.25
H: -2.03 3.71 -1.09
H: -1.18 1.30 -0.52
H: -0.83 -1.32 -0.08
H: -0.06 -1.95 1.22
H: 1.29 -2.22 -0.63
H: 1.30 -0.54 -0.99

Properties
Kohn-Sham gap	8.10	eV
net charge	0
HOMO level	-7.646	eV
lowest unoccupied orbital energy	0.45	eV
structure (SMILES)	CCOC(=O)C1CCN(Cc2cccc(Oc3ccccc3)c2)CC1



Arrangement three

The following is a quantum chemistry calculation of an isolated molecule of C21H25NO3, from the Open Molecules 2025 dataset.

Positions of all 50 atoms, in Å:
C: 1.27 0.87 -5.01
C: 0.36 -0.13 -4.31
C: 1.07 -1.49 -4.28
C: -0.95 -0.24 -5.11
C: 0.02 0.27 -2.88
C: 0.50 1.44 -2.29
C: 0.18 1.77 -0.99
C: -0.64 0.95 -0.23
C: -0.90 1.21 1.24
C: -0.99 2.69 1.62
C: -1.78 3.03 2.89
O: -2.10 4.17 3.10
O: -2.10 2.07 3.75
N: 0.18 0.53 1.95
C: -0.04 -0.38 2.91
O: -1.09 -0.43 3.52
C: 1.10 -1.36 3.10
C: 1.33 -2.04 1.77
C: 0.43 -3.00 1.33
C: 0.56 -3.54 0.06
C: 1.59 -3.13 -0.77
C: 2.49 -2.18 -0.33
C: 2.36 -1.63 0.93
C: -1.12 -0.22 -0.80
C: -0.79 -0.55 -2.10
H: 1.48 0.53 -6.02
H: 2.22 0.97 -4.49
H: 0.80 1.85 -5.08
H: 1.34 -1.79 -5.29
H: 0.43 -2.26 -3.85
H: 1.98 -1.43 -3.68
H: -1.47 0.71 -5.11
H: -0.73 -0.52 -6.14
H: -1.61 -0.99 -4.69
H: 1.13 2.11 -2.85
H: 0.58 2.69 -0.57
H: -1.84 0.70 1.52
H: -1.47 3.25 0.82
H: 0.01 3.10 1.76
H: -1.77 1.16 3.58
H: 1.06 0.50 1.45
H: 2.00 -0.83 3.43
H: 0.81 -2.08 3.87
H: -0.37 -3.31 1.97
H: -0.14 -4.29 -0.27
H: 1.69 -3.56 -1.76
H: 3.29 -1.85 -0.98
H: 3.07 -0.89 1.27
H: -1.75 -0.88 -0.23
H: -1.19 -1.46 -2.51

Properties
Kohn-Sham gap	9.81	eV
net charge	0
HOMO level	-9.340	eV
lowest unoccupied orbital energy	0.47	eV
structure (SMILES)	CC(C)(C)c1ccc([C@H](CC(=O)O)NC(=O)Cc2ccccc2)cc1



Least stable = arrangement two



Arrangement one

The following is a quantum chemistry calculation of an isolated molecule of C3H7N5O, from the Open Molecules 2025 dataset.

Positions of all 16 atoms, in Å:
H: -2.47 -1.32 1.29
N: -2.04 -1.05 2.20
C: -1.08 -0.31 1.78
N: -0.93 -0.06 0.41
C: 0.25 0.03 -0.09
N: 1.31 -0.65 0.37
N: 1.28 -1.82 1.12
O: 0.59 0.82 -1.12
N: -0.48 1.38 -1.83
C: -0.04 2.19 -2.75
H: -0.34 0.07 2.49
H: 2.15 -0.46 -0.16
H: 0.64 -2.40 0.64
H: 0.90 -1.56 1.99
H: -0.75 2.64 -3.45
H: 1.01 2.50 -2.87

Properties
Kohn-Sham gap	9.61	eV
net charge	0
HOMO level	-8.963	eV
lowest unoccupied orbital energy	0.65	eV
structure (SMILES)	[H]/N=C\N=C(/NN)ON=C



Arrangement two

The following is a quantum chemistry calculation of an isolated molecule of C3H7N5O, from the Open Molecules 2025 dataset.

Positions of all 16 atoms, in Å:
H: 3.01 -0.69 -0.01
N: 2.30 -1.39 -0.04
C: 1.16 -0.87 -0.11
N: -0.09 -1.48 -0.15
C: -1.12 -0.52 0.07
N: -2.51 -0.63 0.01
C: -0.49 0.69 -0.05
O: -1.08 1.86 -0.13
N: 0.86 0.54 -0.15
N: 1.91 1.43 0.09
H: -0.11 -2.39 0.30
H: -2.82 -1.12 -0.85
H: -2.83 -1.01 0.91
H: -2.03 1.58 -0.17
H: 1.72 1.91 0.94
H: 2.10 2.09 -0.68

Properties
Kohn-Sham gap	7.58	eV
net charge	0
HOMO level	-6.981	eV
lowest unoccupied orbital energy	0.60	eV
structure (SMILES)	[H]/N=c1/[nH]c(N)c(O)n1N



Least stable = arrangement one